ORCA calculation (ωB97M-V with the def2-TZVPD basis set) on C35H35N17O2S3Sn as an isolated structure.

Last column: Mulliken charge in e.
Cartesian coordinates (Å):
Sn (-0.6856, 0.0917, -0.4499)  1.42
N (-4.1278, -1.6046, 2.6019)  -0.48
C (-3.4710, -0.4277, 2.3235)  0.03
S (-4.4016, 0.9060, 1.8906)  -0.48
N (-2.2293, -0.3367, 2.7361)  -1.40
N (-1.2246, 0.2579, 2.1971)  1.46
C (-0.3212, 0.7864, 2.9811)  -1.73
C (0.8684, 1.3776, 2.5007)  1.18
C (1.6731, 2.1643, 3.3591)  -1.22
C (2.8206, 2.7417, 2.8844)  -0.69
C (3.1883, 2.5145, 1.5578)  -0.78
C (2.3503, 1.7311, 0.7882)  -0.54
N (1.2348, 1.1891, 1.2211)  1.34
H (-5.0159, -1.6768, 2.1238)  0.27
H (-3.5586, -2.4344, 2.4983)  0.28
H (-0.5070, 0.8295, 4.0564)  0.18
H (1.3582, 2.3192, 4.3799)  0.48
H (3.4324, 3.3672, 3.5245)  0.40
H (4.0860, 2.9428, 1.1443)  0.64
H (2.5888, 1.5146, -0.2464)  0.20
C (7.6639, 4.7742, 0.0502)  -0.92
O (6.5615, 5.1225, 0.8353)  -0.45
C (5.4579, 5.6624, 0.1894)  0.75
C (5.4685, 6.1628, -1.1053)  -0.32
C (4.3131, 6.6775, -1.6610)  -0.78
C (3.1026, 6.6670, -0.9559)  -0.10
C (3.1134, 6.1596, 0.3585)  -0.08
C (4.2751, 5.6989, 0.9276)  -0.33
N (2.0274, 7.3729, -1.4243)  -0.71
N (0.8112, 7.0802, -1.2639)  -0.48
C (0.3056, 5.8401, -1.0552)  -0.01
C (-0.8976, 5.7978, -0.3228)  -0.13
C (-1.5233, 4.6314, 0.0155)  -1.05
C (-1.0525, 3.3651, -0.4258)  0.60
O (-1.6377, 2.2970, -0.1413)  -0.42
C (0.1289, 3.3878, -1.2723)  -0.24
N (0.5139, 2.2123, -1.7690)  0.00
C (1.5311, 2.1501, -2.5892)  -0.97
C (2.1999, 3.2860, -3.0434)  -0.92
C (1.8188, 4.5114, -2.5496)  -0.73
C (0.8042, 4.6012, -1.5811)  1.10
H (8.3405, 4.2206, 0.7016)  0.26
H (8.1868, 5.6547, -0.3417)  0.31
H (7.3767, 4.1331, -0.7901)  0.37
H (6.3781, 6.1722, -1.6898)  0.36
H (4.3326, 7.0735, -2.6676)  0.42
H (2.1941, 6.1641, 0.9286)  0.29
H (4.2905, 5.3480, 1.9495)  0.48
H (-1.2790, 6.7469, 0.0325)  0.39
H (-2.4091, 4.6366, 0.6337)  0.49
H (1.7887, 1.1550, -2.9328)  0.66
H (2.9879, 3.2049, -3.7818)  0.45
H (2.2746, 5.4101, -2.9369)  0.69
S (-2.2130, -2.1409, -0.1774)  -0.59
C (-2.9950, -1.5724, -1.6038)  0.93
S (-2.2443, -0.3769, -2.5880)  -0.59
C (-4.2350, -2.0965, -1.9523)  0.18
C (-4.9428, -2.8793, -1.0391)  0.01
N (-5.5669, -3.4791, -0.2735)  -0.67
C (-4.8559, -1.8426, -3.1756)  -0.04
N (-5.3789, -1.6928, -4.1943)  -0.66
N (3.8710, -1.8775, -5.8011)  -0.44
C (3.2687, -1.5083, -4.6296)  0.62
N (3.9446, -0.6173, -3.8475)  -0.36
N (2.1253, -2.0250, -4.3505)  -0.75
C (1.4057, -1.7222, -3.3130)  0.55
N (0.7501, -1.5426, -2.3826)  -0.42
H (4.8722, -1.8044, -5.8659)  0.22
H (3.4437, -2.6660, -6.2578)  0.27
H (4.6488, -0.0404, -4.2760)  0.27
H (3.4303, -0.2024, -3.0844)  0.05
C (2.9165, -1.9926, -0.0825)  -0.46
N (3.8505, -3.0906, 0.1935)  0.03
C (3.0512, -4.3004, 0.3782)  -0.72
N (2.0896, -4.1687, 1.4610)  0.12
C (1.2029, -3.0425, 1.1458)  -0.55
N (1.9545, -1.8061, 0.9856)  0.66
C (2.6742, -1.5316, 2.2142)  -0.69
N (3.5992, -2.6201, 2.5616)  0.12
C (4.5254, -2.7885, 1.4491)  -0.67
C (2.8125, -3.8463, 2.6814)  -0.67
H (2.3770, -2.2182, -1.0014)  0.01
H (3.4929, -1.0718, -0.2109)  0.09
H (3.7238, -5.1388, 0.5951)  0.35
H (2.5123, -4.5041, -0.5509)  0.34
H (0.4774, -2.9190, 1.9509)  0.12
H (0.6628, -3.2553, 0.2225)  0.13
H (1.9610, -1.4007, 3.0304)  0.20
H (3.2476, -0.6066, 2.1012)  0.07
H (5.2195, -3.6049, 1.6814)  0.36
H (5.0938, -1.8607, 1.3242)  0.35
H (2.0939, -3.7191, 3.4954)  0.35
H (3.4892, -4.6750, 2.9243)  0.34

## Properties
ΔE to the lowest compared entry with this formula, charge and spin: 295.8 kJ/mol
E_tot: -3844.93685 hartree
total charge: -2
orbital gap: 4.57 eV


ORCA calculation (ωB97M-V with the def2-TZVPD basis set) on C35H36BiN2O5SSi as an isolated structure.

Last column: Mulliken charge in e.
Cartesian coordinates (Å):
Bi (1.0589, 0.8823, 0.6559)  1.21
O (-0.4132, 3.9854, 0.4894)  -0.66
C (0.0919, 4.5363, -0.7139)  -0.79
C (1.4663, 4.0246, -1.0978)  -0.53
N (1.5484, 2.6039, -1.4127)  0.65
C (0.6128, 2.1910, -2.4441)  -1.30
C (-0.8300, 1.9516, -1.9238)  0.54
O (-1.7438, 2.0707, -2.7432)  -0.76
O (-0.9333, 1.6116, -0.6931)  -0.20
C (2.9494, 2.2950, -1.7141)  -0.53
C (3.7797, 2.1885, -0.4416)  0.58
O (4.8824, 2.7145, -0.3868)  -0.78
O (3.2581, 1.4561, 0.4863)  -0.44
H (-0.6949, 3.0819, 0.2466)  0.40
H (0.1742, 5.6153, -0.5688)  0.52
H (-0.6131, 4.3729, -1.5374)  0.24
H (2.1584, 4.2175, -0.2728)  0.31
H (1.8102, 4.6228, -1.9610)  0.26
H (0.9510, 1.2304, -2.8378)  0.23
H (0.5662, 2.8967, -3.2837)  0.18
H (3.4183, 3.0461, -2.3609)  0.24
H (3.0218, 1.3308, -2.2152)  0.08
C (-4.8081, 0.7819, -1.6704)  -1.37
C (-5.1067, 1.3547, -0.2762)  2.54
C (-6.6191, 1.3557, -0.0530)  -2.42
C (-4.6036, 2.8063, -0.2171)  -1.48
C (-4.3736, 0.5256, 0.7767)  -0.83
C (-5.0315, -0.1667, 1.8050)  -0.13
C (-4.3403, -0.9225, 2.7417)  -1.23
C (-2.9573, -0.9756, 2.6562)  0.95
S (-1.8016, -1.7899, 3.6675)  -0.54
C (-0.5071, -1.1403, 2.6837)  0.43
N (-0.9066, -0.4055, 1.6962)  0.63
C (-2.2853, -0.2814, 1.6473)  -1.30
C (-2.9906, 0.4534, 0.7062)  0.40
C (0.9122, -1.3075, 3.0131)  1.21
C (1.3198, -2.1807, 4.0224)  -0.85
C (2.6561, -2.2616, 4.3635)  -0.87
C (3.5841, -1.4590, 3.7043)  -0.63
C (3.1772, -0.6052, 2.6879)  -0.52
C (1.8369, -0.5194, 2.3098)  -0.37
H (-5.3597, 1.3457, -2.4285)  0.43
H (-5.1140, -0.2660, -1.7323)  0.31
H (-3.7466, 0.8522, -1.9193)  0.21
H (-7.0941, 1.9511, -0.8351)  0.45
H (-6.8813, 1.7977, 0.9118)  0.42
H (-7.0342, 0.3462, -0.1037)  0.43
H (-5.1781, 3.4264, -0.9109)  0.44
H (-3.5511, 2.8770, -0.4967)  0.20
H (-4.7165, 3.2168, 0.7896)  0.35
H (-6.1091, -0.1224, 1.8856)  0.48
H (-4.8729, -1.4532, 3.5217)  0.37
H (-2.4334, 0.9288, -0.0992)  0.16
H (0.5882, -2.8020, 4.5293)  0.40
H (2.9775, -2.9365, 5.1474)  0.37
H (4.6272, -1.4999, 3.9962)  0.43
H (3.9021, 0.0217, 2.1786)  0.37
C (5.3780, -1.4420, -3.1757)  -0.42
C (5.3405, -1.2673, -1.7982)  -0.87
C (4.1212, -1.2018, -1.1395)  0.40
C (2.9151, -1.3073, -1.8401)  -0.01
C (2.9738, -1.4759, -3.2252)  -0.20
C (4.1915, -1.5465, -3.8892)  -0.66
Si (1.2512, -1.1822, -0.9734)  0.69
C (0.9460, -2.8131, -0.0736)  0.38
C (-0.3016, -3.4350, -0.1741)  -0.16
C (-0.5719, -4.6254, 0.4907)  -0.69
C (0.4065, -5.2177, 1.2779)  -0.48
C (1.6526, -4.6133, 1.3936)  -0.66
C (1.9164, -3.4269, 0.7240)  -0.18
H (6.3292, -1.4848, -3.6923)  0.37
H (6.2615, -1.1667, -1.2372)  0.40
H (4.1103, -1.0304, -0.0683)  0.13
H (2.0521, -1.5465, -3.7948)  0.34
H (4.2131, -1.6805, -4.9641)  0.39
H (0.2423, -1.1650, -2.0580)  -0.44
H (-1.0765, -2.9746, -0.7809)  0.36
H (-1.5468, -5.0885, 0.3892)  0.39
H (0.1994, -6.1456, 1.7981)  0.37
H (2.4206, -5.0614, 2.0135)  0.42
H (2.8969, -2.9733, 0.8287)  0.23

## Properties
ΔE to the lowest compared entry with this formula, charge and spin: 0.0 kJ/mol
E_tot: -2743.49774 hartree
total charge: -1
orbital gap: 7.37 eV


ORCA calculation (ωB97M-V with the def2-TZVPD basis set) on C35H36F6FeN8O6S5 as an isolated structure.

Last column: Mulliken charge in e.
Cartesian coordinates (Å):
Fe (0.4232, 0.2750, 0.1502)  2.56
C (-10.1892, -0.2045, -9.0603)  -0.84
O (-8.7992, -0.1523, -9.3354)  -0.47
C (-7.9541, -0.1225, -8.2818)  0.98
C (-6.5938, -0.0660, -8.5876)  -0.54
C (-5.6565, -0.0272, -7.5810)  -0.54
C (-6.0472, -0.0457, -6.2382)  0.33
C (-7.4021, -0.1056, -5.9455)  -0.75
C (-8.3583, -0.1448, -6.9531)  -0.70
C (-5.0149, 0.0022, -5.1964)  0.28
N (-3.7227, 0.0469, -5.4210)  -0.87
C (-3.1361, 0.0907, -4.1828)  1.17
C (-4.0849, 0.0723, -3.1911)  0.18
N (-5.2879, 0.0150, -3.8541)  -0.12
C (-3.7672, 0.1053, -1.8000)  0.46
C (-4.6968, 0.0833, -0.7528)  -0.76
C (-4.2474, 0.1033, 0.5434)  -1.61
C (-2.8729, 0.1481, 0.7737)  -0.64
N (-1.9760, 0.1813, -0.1958)  1.44
C (-2.4023, 0.1582, -1.4695)  -0.65
C (-1.3885, 0.1756, -2.5068)  -0.66
N (-0.1109, 0.2051, -2.1033)  0.85
C (0.8487, 0.2210, -3.0067)  -0.57
C (0.5880, 0.2028, -4.3824)  -1.17
C (-0.7136, 0.1609, -4.8130)  -0.65
C (-1.7399, 0.1445, -3.8582)  0.40
H (-10.6867, -0.2188, -10.0246)  0.24
H (-10.5165, 0.6736, -8.4988)  0.34
H (-10.4519, -1.1094, -8.5073)  0.34
H (-6.3018, -0.0540, -9.6307)  0.42
H (-4.6000, 0.0207, -7.8106)  0.49
H (-7.7472, -0.1231, -4.9174)  0.23
H (-9.4054, -0.1946, -6.6897)  0.39
H (-6.1999, -0.0149, -3.4370)  0.18
H (-5.7588, 0.0486, -0.9667)  0.42
H (-4.9330, 0.0938, 1.3790)  0.50
H (-2.4964, 0.1621, 1.7890)  0.34
H (1.8633, 0.2371, -2.6234)  0.43
H (1.4125, 0.2110, -5.0834)  0.49
H (-0.9808, 0.1344, -5.8620)  0.59
F (-1.2211, 4.2180, 2.2498)  -0.23
C (-1.1134, 3.3495, 1.2590)  0.59
F (-1.0339, 2.1072, 1.8090)  -0.16
F (-2.2123, 3.3984, 0.5160)  -0.25
S (0.4054, 3.6699, 0.2541)  1.06
O (0.6018, 2.4628, -0.5371)  -0.73
O (0.0992, 4.8712, -0.4435)  -0.69
N (1.4925, 3.8909, 1.3520)  -0.64
S (2.3798, 2.7079, 1.9209)  0.98
O (1.8774, 1.3873, 1.5948)  -0.41
O (3.7743, 2.9570, 1.7832)  -0.68
C (2.0541, 2.8864, 3.7208)  0.52
F (2.2531, 4.1366, 4.1134)  -0.22
F (2.8667, 2.0769, 4.3878)  -0.20
F (0.7845, 2.5435, 3.9887)  -0.21
N (-0.0541, -0.9297, 2.1829)  -0.16
C (0.9638, -1.5416, 2.9690)  -0.27
C (1.4098, -0.9243, 4.1293)  -0.51
C (2.4296, -1.4964, 4.8752)  -0.56
C (2.9980, -2.6986, 4.4805)  -0.81
C (2.5427, -3.3166, 3.3234)  -0.80
C (1.5313, -2.7447, 2.5701)  0.45
H (-0.5670, -0.2357, 2.7112)  0.27
H (-0.6620, -1.5946, 1.7101)  0.02
H (0.9662, 0.0147, 4.4477)  0.32
H (2.7834, -0.9943, 5.7682)  0.42
H (3.7939, -3.1444, 5.0630)  0.38
H (2.9988, -4.2418, 2.9893)  0.48
H (1.2071, -3.1982, 1.6418)  0.39
C (5.2749, 1.1682, -0.7477)  -0.87
O (3.9799, 0.5484, -0.8059)  -0.22
C (3.7185, -0.4841, 0.0066)  0.04
S (4.7417, -1.0148, 1.1801)  -0.22
S (2.1846, -1.2393, -0.3536)  -0.58
H (5.2910, 1.8720, -1.5771)  0.24
H (6.0522, 0.4153, -0.8555)  0.37
H (5.4094, 1.6876, 0.1967)  0.31
C (0.3473, -5.9126, 1.5211)  -1.32
N (-0.6032, -4.9719, 0.9346)  0.14
C (-1.6049, -4.5101, 1.8813)  -0.97
C (-0.3645, -4.3456, -0.2512)  -0.17
S (-1.0170, -2.8455, -0.6670)  0.10
N (0.4427, -5.0222, -1.1149)  0.27
C (0.2808, -6.4558, -1.3340)  -1.21
C (1.0528, -4.3327, -2.2469)  -0.68
H (0.6122, -5.5646, 2.5212)  0.51
H (1.2557, -5.9578, 0.9292)  0.39
H (-0.0784, -6.9148, 1.6089)  0.31
H (-2.1680, -5.3673, 2.2564)  0.34
H (-2.2808, -3.8210, 1.3896)  0.35
H (-1.1262, -4.0101, 2.7296)  0.27
H (-0.4291, -6.8828, -0.6336)  0.39
H (1.2336, -6.9822, -1.2439)  0.33
H (-0.1032, -6.6190, -2.3451)  0.39
H (1.3376, -3.3252, -1.9659)  0.03
H (0.3690, -4.2865, -3.1012)  0.30
H (1.9484, -4.8864, -2.5340)  0.34

## Properties
spin multiplicity: 5
E_tot: -6098.76776 hartree
orbital gap (spin up / spin down): 6.45 / 6.43 eV


Question: Number 1 is which compound?
Answer: C35H35N17O2S3Sn


Question: Look up the E_tot of the second one.
Answer: -2743.49774 hartree


Question: Among the records above, which one has the highest E_tot?
Answer: C35H36BiN2O5SSi